1.
{
  "formula": "C2Cl2F6NO4S2Ti",
  "method": "ωB97M-V with the def2-TZVPD basis set",
  "species": ["Ti", "Cl", "Cl", "C", "F", "F", "F", "S", "O", "O", "N", "S", "O", "O", "C", "F", "F", "F"],
  "positions_angstrom": [[-2.166, -0.829, 2.535], [-6.533, -3.391, 1.677], [-3.365, 2.266, 5.923], [-1.606, 1.163, -1.730], [-1.869, 1.269, -0.487], [-2.634, 0.500, -2.292], [-1.494, 2.366, -2.351], [0.008, 0.051, -1.884], [-0.436, -1.275, -2.286], [0.815, 0.800, -2.908], [0.675, 0.229, -0.244], [2.193, -0.227, -0.449], [2.359, -1.518, -1.138], [3.014, 0.845, -1.052], [2.667, -0.536, 1.370], [1.841, -1.337, 2.036], [3.868, -1.087, 1.342], [2.664, 0.711, 1.937]],
  "atomic_forces_ev_per_a": [[-0.31, 0.25, 0.07], [0.26, 0.08, 0.03], [0.19, -0.27, -0.27], [0.97, -1.19, -2.35], [-0.63, 1.07, 2.55], [0.44, 0.28, -0.26], [0.06, -1.19, 0.90], [1.67, 1.92, -2.00], [0.08, 1.30, 1.22], [-1.87, -1.68, 2.54], [-1.48, -0.82, -2.63], [1.41, 0.01, -2.70], [-0.19, 1.11, 1.46], [-0.72, -1.56, 2.16], [-0.59, 1.64, -1.61], [0.05, 0.24, 0.03], [0.25, 0.28, 0.62], [0.41, -1.47, 0.23]],
  "lowdin_charge": [0.8804, -0.9607, -0.9330, -0.6628, 0.1444, 0.1162, 0.1191, 0.7205, -0.3200, -0.3592, -0.3322, 0.5688, -0.3449, -0.3316, -0.6544, 0.1215, 0.1384, 0.0894],
  "homo_ev": [-2.724, -2.724],
  "e_tot_ev": -97885.9782,
  "s_squared": 3.75,
  "relative_energy_ev": 4.702,
  "multiplicity": 4,
  "charge": -2
}

=====

2.
{
  "formula": "C23H66O16S10",
  "method": "ωB97M-V with the def2-TZVPD basis set",
  "species": ["O", "S", "O", "O", "C", "C", "C", "H", "H", "H", "H", "H", "H", "H", "H", "O", "S", "O", "O", "C", "C", "C", "H", "H", "H", "H", "H", "H", "H", "H", "O", "S", "O", "O", "C", "C", "C", "H", "H", "H", "H", "H", "H", "H", "H", "C", "S", "O", "C", "H", "H", "H", "H", "H", "H", "C", "S", "O", "C", "H", "H", "H", "H", "H", "H", "C", "S", "O", "C", "H", "H", "H", "H", "H", "H", "C", "S", "O", "C", "H", "H", "H", "H", "H", "H", "C", "S", "O", "C", "H", "H", "H", "H", "H", "H", "C", "S", "O", "C", "H", "H", "H", "H", "H", "H", "C", "S", "O", "C", "H", "H", "H", "H", "H", "H"],
  "positions_angstrom": [[7.026, -14.885, -17.986], [7.918, -13.885, -17.551], [7.505, -12.483, -17.704], [8.396, -14.149, -15.988], [8.565, -12.956, -15.146], [9.741, -12.192, -15.579], [9.520, -14.132, -18.438], [8.704, -13.089, -14.073], [7.595, -12.458, -15.144], [10.080, -11.399, -14.913], [9.443, -11.838, -16.566], [10.622, -12.831, -15.641], [9.512, -15.161, -18.799], [10.114, -14.138, -17.524], [9.871, -13.360, -19.123], [9.807, -10.853, -9.799], [9.885, -12.068, -9.009], [10.997, -12.352, -8.073], [8.523, -12.337, -8.081], [7.293, -12.109, -8.663], [6.381, -11.454, -7.608], [9.741, -13.444, -10.140], [6.896, -13.079, -8.964], [7.365, -11.426, -9.509], [6.786, -10.558, -7.137], [6.343, -12.157, -6.776], [5.337, -11.245, -7.842], [9.958, -13.040, -11.129], [8.811, -14.012, -10.106], [10.564, -14.156, -10.076], [11.776, -19.869, -19.955], [11.396, -18.462, -19.695], [12.388, -17.418, -20.048], [9.892, -18.137, -20.396], [8.782, -19.102, -20.513], [8.927, -20.135, -21.758], [10.792, -18.343, -17.909], [7.933, -18.487, -20.812], [8.497, -19.560, -19.566], [9.885, -20.586, -22.016], [8.495, -19.781, -22.694], [8.325, -21.030, -21.604], [10.004, -19.071, -17.717], [10.478, -17.313, -17.745], [11.637, -18.646, -17.291], [10.879, -17.673, -13.940], [10.475, -15.980, -13.373], [10.595, -15.790, -11.845], [11.923, -15.072, -13.926], [11.061, -17.633, -15.014], [10.105, -18.408, -13.721], [11.689, -17.961, -13.269], [12.891, -15.343, -13.506], [11.790, -14.089, -13.475], [12.004, -14.984, -15.009], [7.211, -16.862, -11.022], [7.566, -16.709, -9.238], [6.821, -15.488, -8.811], [6.603, -18.148, -8.645], [6.149, -16.669, -11.172], [7.486, -17.845, -11.407], [7.742, -16.218, -11.723], [5.587, -18.066, -9.032], [6.585, -18.197, -7.556], [6.991, -19.110, -8.980], [13.336, -13.414, -11.114], [13.570, -11.988, -12.196], [12.426, -11.868, -13.160], [13.167, -10.809, -10.786], [13.804, -14.194, -11.714], [12.287, -13.680, -10.989], [13.886, -13.447, -10.173], [12.116, -10.762, -10.498], [13.296, -9.846, -11.280], [13.793, -10.872, -9.896], [14.128, -16.363, -17.603], [14.669, -16.025, -15.805], [16.153, -15.891, -16.059], [14.573, -17.868, -15.360], [14.765, -17.055, -18.154], [14.293, -15.344, -17.953], [13.058, -16.558, -17.666], [13.577, -18.277, -15.527], [14.965, -18.076, -14.364], [15.329, -18.335, -15.991], [14.780, -17.079, -9.175], [13.342, -16.521, -10.190], [13.592, -17.253, -11.540], [11.984, -17.453, -9.421], [14.567, -17.399, -8.155], [15.580, -16.340, -9.220], [15.234, -17.897, -9.735], [10.999, -17.083, -9.707], [12.094, -17.259, -8.354], [12.100, -18.528, -9.563], [6.692, -16.712, -14.478], [7.163, -17.501, -16.147], [8.561, -16.941, -16.462], [7.398, -19.302, -15.598], [5.675, -16.977, -14.188], [6.539, -15.644, -14.638], [7.363, -17.033, -13.681], [7.180, -19.432, -14.538], [8.431, -19.644, -15.661], [6.756, -19.839, -16.295], [10.559, -23.297, -13.087], [10.608, -21.516, -13.558], [9.513, -21.111, -14.570], [10.128, -20.743, -11.966], [11.523, -23.555, -12.649], [10.379, -23.890, -13.984], [9.740, -23.404, -12.375], [10.405, -19.690, -11.912], [10.445, -21.335, -11.108], [9.038, -20.734, -11.984]],
  "atomic_forces_ev_per_a": [[-0.87, -1.15, 0.40], [1.31, 3.23, -0.68], [0.59, -1.92, 0.64], [-0.59, 0.16, -0.44], [-1.08, 0.17, 0.83], [0.62, 0.71, -1.17], [-0.45, -0.53, 2.04], [-0.08, -1.82, 0.02], [0.24, 0.56, -0.56], [-0.53, 0.17, 0.00], [0.85, 0.59, -0.07], [-0.07, -0.25, -0.15], [-0.10, 0.25, -0.36], [0.75, 0.05, -0.44], [-0.65, -0.08, 0.06], [-0.09, -0.92, 1.26], [0.47, -1.73, 1.86], [-2.23, 1.11, -1.94], [3.58, 0.70, -0.11], [-2.47, 1.10, -0.49], [0.23, -0.68, 1.06], [0.85, -0.18, -0.97], [-0.23, 0.09, -0.18], [0.16, -0.14, -0.25], [0.33, 0.17, -0.52], [-0.12, -0.18, 0.13], [0.18, -0.16, -0.69], [-0.62, 0.22, -0.14], [-0.09, 0.47, 0.17], [-0.11, 0.04, 0.88], [-0.92, 2.66, 0.40], [-0.19, -1.60, 0.09], [-2.98, -1.88, 0.75], [1.42, -0.16, 0.24], [0.74, -0.80, -2.28], [-0.40, -0.11, 0.85], [1.18, 0.04, -1.29], [0.23, 0.33, 0.27], [0.60, -0.20, 0.01], [0.41, 0.67, 0.56], [0.20, 0.77, 0.17], [-0.29, 0.02, 0.68], [-0.09, 0.23, -0.48], [-0.07, -0.27, 0.07], [0.16, 0.23, -0.07], [0.25, 0.22, 1.35], [0.08, 0.84, 0.98], [-0.34, -1.07, -1.36], [0.26, 0.42, -0.02], [0.21, -0.01, 0.18], [-0.56, 0.49, -0.25], [0.72, -0.05, -0.56], [-0.24, -1.01, 0.06], [-0.49, 0.25, -0.39], [-0.24, -0.05, 0.03], [-0.27, -0.57, -0.39], [0.14, 0.15, -0.31], [0.11, -0.29, -0.01], [-0.35, -0.15, -0.47], [-0.11, -0.18, 0.17], [-0.21, -0.40, 0.38], [0.42, 0.65, 0.89], [-0.07, 0.17, 0.12], [0.12, 0.50, -0.06], [0.38, 0.17, -0.26], [0.38, -1.28, -1.20], [-0.88, 1.37, 2.19], [0.35, -0.49, 0.45], [0.05, 0.93, -1.34], [-0.23, -0.46, 0.07], [0.11, 0.28, 0.00], [-0.11, 0.74, -0.03], [-0.08, -0.84, -0.17], [0.37, 0.24, 0.22], [0.20, -0.30, -0.31], [-0.52, 1.58, 1.48], [1.75, -3.28, -2.33], [-0.75, 0.75, 0.88], [0.35, 0.71, 0.09], [-0.02, -0.10, 0.57], [-0.03, -0.11, -0.53], [0.12, -0.22, -0.07], [0.05, 0.02, 0.13], [-0.54, 0.47, 0.32], [-0.27, 0.22, -0.52], [0.17, -0.31, -0.50], [0.24, -2.06, -1.92], [-0.31, 1.39, 1.74], [0.51, 0.22, 1.04], [-0.16, 0.28, -0.08], [-0.41, 0.47, 0.28], [-0.49, -0.35, -0.03], [0.31, 0.05, -0.49], [-0.10, 0.01, 0.20], [0.10, 0.09, -0.34], [-0.70, -0.67, -0.96], [1.93, 0.56, 1.27], [-1.67, -1.05, 0.47], [-0.06, 1.21, -0.10], [-0.10, -0.78, -0.19], [1.02, 0.07, -0.09], [0.24, 0.41, -0.36], [-0.60, 0.00, -0.17], [0.02, 0.46, -0.51], [-0.01, -0.28, 0.43], [-0.85, 0.84, 0.06], [-0.08, 1.11, -1.25], [1.28, -1.13, 1.86], [-0.88, -0.49, -0.30], [-0.07, 0.16, 0.02], [0.01, 0.20, 0.02], [0.06, -0.39, -0.02], [0.57, -0.27, -0.12], [0.30, 0.17, -0.09], [-0.18, -0.25, -0.01]],
  "lowdin_charge": [-0.2875, 0.6343, -0.3096, -0.3039, -0.2661, -0.0839, -0.0700, 0.1134, 0.1181, 0.0913, 0.0686, 0.0738, 0.0548, 0.0349, 0.0796, -0.2960, 0.6915, -0.3101, -0.2518, -0.3224, -0.0560, -0.1208, 0.0916, 0.1140, 0.0767, 0.0732, 0.0753, 0.0641, 0.0542, 0.0345, -0.3282, 0.7208, -0.3112, -0.3090, -0.1822, -0.0588, -0.1048, 0.1100, 0.1007, 0.0626, 0.0609, 0.0596, 0.0547, 0.0349, 0.0487, -0.2267, 0.8671, -0.5855, -0.2694, 0.0403, 0.0198, 0.0403, 0.0314, 0.0125, 0.0406, -0.2665, 0.8230, -0.5510, -0.2527, 0.0620, 0.0442, 0.0243, 0.0535, 0.0524, 0.0465, -0.3150, 0.8721, -0.5620, -0.2263, 0.0073, 0.0213, 0.0615, 0.0227, 0.0347, 0.0569, -0.2227, 0.8571, -0.5911, -0.2255, 0.0662, 0.0371, 0.0098, 0.0230, 0.0405, 0.0456, -0.2313, 0.8623, -0.5834, -0.2496, 0.0497, 0.0443, 0.0474, 0.0202, 0.0448, 0.0567, -0.2180, 0.9010, -0.6007, -0.2232, 0.0470, 0.0432, 0.0086, 0.0373, 0.0028, 0.0374, -0.2415, 0.8536, -0.5871, -0.2472, 0.0522, 0.0548, 0.0460, 0.0249, 0.0536, 0.0503],
  "homo_ev": -8.910,
  "e_tot_ev": -166022.3084,
  "relative_energy_ev": 5.345
}

=====

3.
{
  "formula": "C16H27NO2",
  "method": "ωB97M-V with the def2-TZVPD basis set",
  "species": ["C", "C", "C", "C", "C", "C", "C", "H", "C", "H", "H", "H", "O", "C", "C", "C", "C", "C", "N", "H", "C", "C", "O", "H", "H", "H", "H", "H", "H", "H", "H", "H", "H", "H", "H", "H", "H", "H", "C", "H", "H", "H", "H", "H", "H", "H"],
  "positions_angstrom": [[-5.834, -0.890, -1.464], [-4.548, -0.532, -0.781], [-4.152, -1.187, 0.376], [-2.978, -0.855, 1.034], [-2.177, 0.164, 0.512], [-2.562, 0.846, -0.643], [-3.744, 0.485, -1.273], [-4.042, 1.016, -2.167], [-1.717, 1.956, -1.197], [-1.056, 2.345, -0.427], [-2.344, 2.763, -1.568], [-1.110, 1.593, -2.028], [-1.014, 0.529, 1.174], [0.137, -0.186, 0.757], [1.320, 0.263, 1.608], [1.656, 1.743, 1.430], [2.289, 2.096, 0.083], [3.645, 1.429, -0.153], [3.497, 0.051, -0.588], [2.981, 0.033, -1.465], [4.757, -0.649, -0.757], [4.466, -2.094, -1.160], [3.660, -2.741, -0.211], [2.968, -2.114, 0.039], [3.975, -2.106, -2.147], [5.394, -2.666, -1.230], [5.419, -0.181, -1.507], [5.274, -0.640, 0.207], [4.221, 2.022, -0.887], [4.217, 1.421, 0.780], [1.614, 1.829, -0.731], [2.430, 3.179, 0.049], [2.344, 2.041, 2.224], [0.738, 2.320, 1.554], [1.064, 0.088, 2.655], [2.187, -0.344, 1.353], [0.330, -0.002, -0.309], [-0.024, -1.266, 0.885], [-2.578, -1.575, 2.287], [-2.086, -2.518, 2.044], [-1.891, -0.965, 2.868], [-3.454, -1.800, 2.892], [-4.773, -1.974, 0.780], [-6.077, -1.939, -1.306], [-6.649, -0.290, -1.059], [-5.773, -0.698, -2.532]],
  "atomic_forces_ev_per_a": [[-0.02, 0.07, 0.06], [0.03, -0.03, -0.03], [0.08, 0.12, -0.10], [0.19, 0.12, 0.09], [-0.15, -0.06, -0.12], [0.16, 0.04, 0.16], [0.02, -0.12, 0.13], [-0.04, 0.07, -0.12], [0.03, -0.06, 0.05], [0.07, 0.08, -0.03], [0.00, 0.06, -0.04], [0.08, 0.05, -0.04], [-0.38, 0.08, -0.04], [0.49, -0.24, 0.08], [-0.36, 0.11, -0.02], [-0.03, -0.13, -0.16], [0.25, -0.05, 0.29], [-0.13, 0.25, -0.13], [-0.10, -0.14, -0.30], [0.07, 0.04, 0.05], [0.05, -0.31, -0.16], [0.20, 0.34, -0.12], [-0.27, -0.17, 0.31], [0.07, 0.00, -0.01], [0.13, 0.01, 0.03], [-0.05, 0.08, -0.08], [-0.03, -0.03, 0.09], [0.04, -0.02, -0.06], [0.01, -0.08, 0.14], [0.03, 0.06, -0.01], [-0.06, 0.07, -0.14], [-0.06, 0.00, -0.10], [-0.01, 0.08, 0.03], [0.02, 0.07, 0.09], [-0.01, -0.09, 0.04], [-0.06, -0.05, 0.10], [-0.06, -0.02, 0.03], [-0.03, 0.11, -0.05], [0.07, 0.04, -0.03], [0.05, -0.06, 0.06], [0.03, -0.05, 0.09], [-0.03, -0.04, 0.05], [-0.08, -0.10, 0.06], [-0.06, -0.06, -0.04], [-0.11, -0.01, -0.04], [-0.05, -0.02, -0.08]],
  "lowdin_charge": [-0.0541, -0.2753, -0.0103, -0.1915, -0.2018, -0.1895, -0.0116, 0.1185, -0.0296, 0.0704, 0.0813, 0.0857, -0.0871, -0.1965, -0.1669, -0.1969, -0.1904, -0.2359, -0.0982, 0.1239, -0.2220, -0.2695, -0.0672, 0.0611, 0.1142, 0.1175, 0.1188, 0.1239, 0.1159, 0.1216, 0.0968, 0.1100, 0.1107, 0.1054, 0.1170, 0.0896, 0.1190, 0.1284, -0.0312, 0.0861, 0.0787, 0.0801, 0.1186, 0.0748, 0.0829, 0.0746],
  "homo_ev": -8.529,
  "e_tot_ev": -22615.1332,
  "relative_energy_ev": 1.114
}